[1]
C18H52O14 | ωB97M-V/def2-TZVPD

As for the LUMO energy (spin up / spin down): -1.941 / -8.513 eV. The total charge is +1. The spin multiplicity is 2.

Last column: Mulliken spin population.
CARTESIAN COORDINATES (ANGSTROEM)
C  -2.57  -3.80  -0.01  0.00
C  -1.57  -2.64  0.04  0.00
C  -0.53  -2.76  -1.05  0.00
O  -2.28  -1.40  0.01  0.00
H  -2.13  -4.79  -0.17  0.00
H  -3.20  -3.67  -0.89  0.00
H  -3.14  -3.78  0.92  0.00
H  -1.05  -2.66  0.99  0.00
H  -1.02  -2.66  -2.02  0.00
H  0.18  -3.57  -0.92  0.00
H  0.06  -1.84  -1.04  0.00
H  -1.78  -0.67  0.40  0.00
C  -6.70  0.50  0.65  0.00
C  -5.29  0.25  0.26  0.04
C  -4.33  1.37  0.68  0.16
O  -4.92  -0.96  0.79  0.69
H  -7.29  1.27  0.15  0.00
H  -6.84  0.78  1.69  0.01
H  -7.33  -0.38  0.48  0.00
H  -5.22  0.05  -0.81  0.10
H  -4.45  1.67  1.72  0.01
H  -4.34  2.23  0.01  -0.01
H  -3.27  1.14  0.63  0.00
H  -4.02  -1.18  0.55  0.00
C  4.13  4.79  -0.98  0.00
C  4.33  3.56  -1.81  0.00
O  3.28  2.61  -1.69  0.00
O  3.29  5.78  -1.66  0.00
H  5.17  5.14  -0.98  0.00
H  3.79  4.52  0.02  0.00
H  5.32  3.13  -1.71  0.00
H  4.25  3.68  -2.89  0.00
H  2.52  2.91  -2.20  0.00
H  3.62  6.61  -1.31  0.00
C  0.59  0.16  1.60  0.00
C  1.69  0.31  0.47  0.00
O  1.80  1.72  0.13  0.00
O  -0.63  0.62  1.01  0.00
H  0.89  0.77  2.45  0.00
H  0.46  -0.82  2.06  0.00
H  1.35  -0.24  -0.41  0.00
H  2.67  -0.02  0.82  0.00
H  2.34  1.78  -0.66  0.00
H  -0.55  1.53  0.70  0.00
C  -1.22  1.30  -2.52  0.00
C  -2.56  0.68  -2.85  0.00
O  -3.45  1.57  -3.54  0.00
O  -1.37  2.58  -1.94  0.00
H  -0.74  1.32  -3.49  0.00
H  -0.75  0.66  -1.77  0.00
H  -3.12  0.40  -1.95  0.00
H  -2.37  -0.24  -3.40  0.00
H  -3.46  2.27  -2.88  0.00
H  -0.48  2.74  -1.62  0.00
C  4.49  -3.43  -0.32  0.00
C  4.59  -3.05  -1.82  0.00
O  3.34  -3.07  -2.41  0.00
O  3.75  -2.38  0.24  0.00
H  5.38  -3.64  0.28  0.00
H  3.86  -4.32  -0.19  0.00
H  5.28  -3.66  -2.40  0.00
H  5.00  -2.04  -1.82  0.00
H  3.30  -2.84  -3.34  0.00
H  3.10  -2.26  -0.45  0.00
C  -2.33  4.67  1.30  0.00
C  -0.78  4.57  1.50  0.00
O  -0.27  3.50  0.79  0.00
O  -2.63  5.09  0.00  0.00
H  -2.81  5.28  2.07  0.00
H  -2.68  3.63  1.39  0.00
H  -0.58  4.51  2.57  0.00
H  -0.24  5.45  1.15  0.00
H  0.62  3.38  1.12  0.00
H  -2.03  4.47  -0.42  0.00
C  2.57  -5.38  3.60  0.00
C  1.60  -4.56  2.76  0.00
O  1.96  -3.15  2.64  0.00
O  3.70  -5.83  2.87  0.00
H  2.08  -6.34  3.81  0.00
H  2.59  -5.01  4.62  0.00
H  0.55  -4.54  3.08  0.00
H  1.48  -5.11  1.84  0.00
H  2.86  -2.95  2.37  0.00
H  4.50  -5.35  3.09  0.00



[2]
C5H5NO | ωB97M-V/def2-TZVPD

Its energy above the lowest of the compared OMol25 structures with the same formula, charge and spin is 5.323 eV. As for the LUMO energy: 0.585 eV. The total charge is 0. The spin multiplicity is 1.

Last column: natural (NBO) charge in e.
CARTESIAN COORDINATES (ANGSTROEM)
C  0.98  1.02  -0.25  -0.46
C  2.51  0.66  -0.06  0.43
C  0.24  0.05  0.23  0.13
C  0.17  -1.20  1.04  0.19
C  -2.22  -0.73  0.02  -0.41
N  -0.89  -0.70  0.44  -0.36
O  2.89  -0.39  0.38  -0.52
H  0.77  1.88  -0.95  0.23
H  3.15  1.43  -0.61  0.10
H  -2.57  -1.70  -0.03  0.23
H  -2.94  -0.11  0.71  0.23
H  -2.09  -0.21  -0.92  0.22



[3]
C6H19NO4Si2 | ωB97M-V/def2-TZVPD

As for the LUMO energy (spin up / spin down): 0.842 / -1.929 eV. The total charge is 0. The spin multiplicity is 3.

Last column: natural (NBO) charge in e.
CARTESIAN COORDINATES (ANGSTROEM)
C  -0.51  -2.85  -0.04  -0.26
C  1.86  2.61  1.91  -0.23
C  2.01  0.48  -2.32  -0.24
C  2.80  -2.23  1.24  -0.26
C  -3.26  -0.27  -1.04  -1.06
C  -1.45  2.15  -0.83  -1.11
N  -0.50  -0.55  0.41  -0.41
O  -0.60  -1.77  0.95  -0.37
O  1.43  1.56  1.14  -0.95
O  2.28  0.00  -1.01  -0.94
O  2.66  -0.81  1.37  -0.93
Si  -1.80  0.49  0.09  1.40
Si  1.67  0.13  0.50  1.95
H  -1.38  -2.82  -0.63  0.17
H  -0.42  -3.73  0.47  0.20
H  0.26  -2.75  -0.86  0.20
H  1.29  3.51  1.87  0.18
H  2.92  2.79  1.64  0.17
H  1.82  2.29  2.96  0.18
H  1.45  1.35  -2.14  0.16
H  1.45  -0.12  -2.96  0.17
H  2.99  0.89  -2.65  0.19
H  2.08  -2.63  1.93  0.17
H  3.70  -2.49  1.73  0.18
H  2.67  -2.80  0.35  0.18
H  -3.06  0.31  -1.94  0.23
H  -3.12  -1.41  -0.98  0.23
H  -4.26  0.02  -0.62  0.24
H  -2.10  3.00  -0.43  0.25
H  -0.44  2.63  -0.81  0.25
H  -1.66  1.93  -1.95  0.22
H  -2.38  1.01  1.34  -0.18